{
  "formula": "C6H11N",
  "method": "wB97M-V/def2-TZVPD",
  "homo_lumo_gap_ha": 0.3294,
  "total_energy_ev": -7885.3497,
  "homo_ev": -7.926,
  "multiplicity": 1,
  "e_lumo_ev": 1.04,
  "species": ["C", "C", "C", "C", "N", "C", "C", "H", "H", "H", "H", "H", "H", "H", "H", "H", "H", "H"],
  "coordinates": [[-0.42, -2.15, -0.43], [2.09, 0.93, 0.56], [-0.93, 0.61, -0.06], [0.33, -0.91, -0.19], [-1.91, 0.41, 0.90], [1.32, -0.28, 0.25], [-1.01, 1.50, -1.04], [-1.58, 0.20, 1.83], [-2.68, 1.07, 0.90], [2.01, -1.43, -0.10], [0.15, -3.01, -0.09], [-1.37, -2.09, 0.12], [-0.65, -2.25, -1.49], [-1.90, 2.11, -1.21], [-0.30, 1.51, -1.86], [1.95, 1.68, -0.22], [1.75, 1.37, 1.50], [3.15, 0.70, 0.62]]
}